No. 1
{"formula": "C4H8O2PTi", "method": "the ωB97M-V functional and the def2-TZVPD basis", "total_charge": 1, "homo_energy_ha": -0.47951, "elements": ["C", "C", "C", "C", "O", "P", "O", "H", "H", "H", "H", "H", "H", "H", "H", "Ti"], "positions_angstrom": [[-0.95248, -1.74526, -1.41923], [-0.76282, -1.33643, -0.29265], [-0.49446, -0.70965, 0.99043], [1.03041, -0.70871, 1.07974], [1.34284, 0.03452, -0.05923], [0.33702, 1.48145, -0.13025], [-0.85590, 0.64678, 0.80563], [-0.77724, -2.16795, -2.37453], [-1.04197, -1.11802, 1.81682], [1.32889, -1.74329, 0.99344], [1.43299, -0.33764, 2.00852], [1.27802, 2.02681, -1.04624], [1.02665, 2.02408, 0.98363], [-0.52345, 2.60827, -0.22644], [-0.44792, 0.95319, -1.53212], [-1.92058, 0.09185, -1.59752]], "atomic_forces_ev_per_a": [[-0.2, -0.7, -2.3], [-1.5, 0.6, 0.7], [0.6, 0.6, 0.4], [-0.6, -0.8, -0.4], [-0.4, 0.8, -0.3], [3.3, 1.6, 2.2], [-1.2, 0.1, -1.1], [0.3, -0.9, -0.2], [-0.2, -0.3, 0.4], [0.6, -0.3, -0.2], [0.0, 0.6, 0.4], [-0.4, -0.5, -0.4], [-0.2, 0.0, 0.0], [-0.6, -0.4, -0.2], [0.0, -0.1, -0.8], [0.5, -0.3, 2.0]], "nbo_charge": [-0.4209, 0.0662, -0.0297, -0.0768, -0.7691, 1.0375, -0.7716, 0.2730, 0.2543, 0.2025, 0.2122, -0.0241, -0.0427, -0.0757, -0.2816, 1.4465]}


No. 2
{"formula": "C32H38O10S3", "method": "the ωB97M-V functional and the def2-TZVPD basis", "total_charge": 0, "homo_energy_ha": -0.33456, "smiles": "C#CCc1cc2c(cc1CCOC=O)C(=O)c1ccccc1C2=O.O=S1(=O)CCCC1.O=S1(=O)CCCC1.O=S1(=O)CCCC1", "elements": ["C", "C", "C", "C", "C", "C", "C", "C", "C", "C", "C", "O", "C", "O", "C", "O", "C", "C", "C", "C", "C", "C", "C", "O", "H", "H", "H", "H", "H", "H", "H", "H", "H", "H", "H", "H", "H", "H", "O", "S", "O", "C", "C", "C", "C", "H", "H", "H", "H", "H", "H", "H", "H", "O", "S", "O", "C", "C", "C", "C", "H", "H", "H", "H", "H", "H", "H", "H", "O", "S", "O", "C", "C", "C", "C", "H", "H", "H", "H", "H", "H", "H", "H"], "positions_angstrom": [[2.60618, -3.94269, -0.38613], [2.19645, -3.10361, -1.13802], [1.85956, -1.97788, -2.01618], [2.73429, -0.75885, -1.75480], [4.05640, -0.97825, -1.38112], [4.91829, 0.06731, -1.13278], [4.48679, 1.38351, -1.28928], [3.17941, 1.60300, -1.65960], [2.28444, 0.56015, -1.87818], [0.84998, 0.87956, -2.25577], [0.25469, 2.05858, -1.47989], [0.72361, 2.11414, -0.12714], [-0.10765, 1.57651, 0.77977], [0.20561, 1.46226, 1.92997], [5.39282, 2.54458, -1.06736], [5.10351, 3.65951, -1.44276], [6.66870, 2.26176, -0.33955], [7.41572, 3.32766, 0.13988], [8.57775, 3.05448, 0.83796], [8.98947, 1.74666, 1.04262], [8.25671, 0.68424, 0.54679], [7.08564, 0.95127, -0.15541], [6.31305, -0.21487, -0.69501], [6.80143, -1.32263, -0.73826], [3.06572, -4.60026, 0.32287], [2.05512, -2.30488, -3.04262], [0.79813, -1.76348, -1.93977], [4.44803, -1.97869, -1.26329], [2.81655, 2.61509, -1.77847], [0.24470, 0.00615, -2.01858], [0.76600, 1.04515, -3.33052], [-0.83389, 2.03251, -1.50296], [0.58574, 2.98131, -1.95732], [-1.10528, 1.25488, 0.44232], [7.08401, 4.34363, -0.01522], [9.18609, 3.85712, 1.23467], [9.89225, 1.52901, 1.59916], [8.55180, -0.34381, 0.69705], [-3.13303, 0.90189, -1.51582], [-4.54881, 0.62313, -1.60765], [-5.10605, 0.03566, -2.79935], [-5.03141, -0.34008, -0.17869], [-5.40495, 0.70758, 0.86580], [-6.21523, 1.77876, 0.12048], [-5.46192, 2.10719, -1.17084], [-4.20725, -0.98550, 0.11704], [-5.89299, -0.94125, -0.46755], [-5.97066, 0.26727, 1.68551], [-4.49985, 1.15400, 1.28401], [-7.20373, 1.38242, -0.12149], [-6.35657, 2.66599, 0.72359], [-6.13047, 2.35851, -1.98884], [-4.74201, 2.90995, -1.02409], [-8.44841, 4.60330, 1.85416], [-8.72961, 4.55404, 0.44234], [-7.70590, 4.16500, -0.49715], [-10.19192, 3.55568, 0.18156], [-11.34575, 4.54882, 0.27537], [-10.89480, 5.79047, -0.50591], [-9.46248, 6.11556, -0.06293], [-10.22689, 2.76889, 0.93165], [-10.11985, 3.12168, -0.81563], [-12.26541, 4.12800, -0.12768], [-11.52513, 4.81238, 1.31977], [-10.90971, 5.57298, -1.57557], [-11.55719, 6.63745, -0.33537], [-8.86365, 6.53732, -0.86599], [-9.44433, 6.77869, 0.79970], [3.79326, -6.04912, 1.56786], [4.80735, -6.40201, 2.53338], [5.04012, -5.58782, 3.69596], [4.54760, -8.10137, 3.02800], [5.35313, -8.91346, 2.01869], [6.68361, -8.16770, 1.84518], [6.35475, -6.68039, 1.66226], [3.48246, -8.31984, 3.01832], [4.94442, -8.21068, 4.03675], [5.50280, -9.93631, 2.36090], [4.82302, -8.95145, 1.06467], [7.29648, -8.30302, 2.73846], [7.25197, -8.54822, 0.99801], [7.11336, -6.02883, 2.08758], [6.19383, -6.42566, 0.61652]], "atomic_forces_ev_per_a": [[0.2, 0.2, 0.1], [0.1, 0.2, 0.1], [0.3, -0.3, -0.1], [0.1, -0.1, 0.2], [0.1, -0.1, -0.1], [0.4, 0.1, 0.0], [0.0, 0.0, 0.0], [-0.5, 0.1, -0.2], [-0.1, -0.1, -0.2], [0.0, -0.5, 0.8], [0.5, 0.4, -0.7], [-0.6, -0.3, -0.2], [0.2, -0.1, 1.0], [0.0, 0.1, -0.2], [0.0, -0.1, 0.0], [0.0, 0.0, 0.1], [-0.5, 0.3, -0.4], [0.3, -0.2, 0.2], [0.2, 0.2, 0.1], [0.2, -0.4, 0.1], [-0.2, 0.3, -0.1], [0.2, -0.5, 0.1], [-0.1, 0.3, 0.1], [0.0, 0.0, 0.0], [-0.3, -0.1, -0.1], [-0.2, 0.1, -0.1], [0.0, 0.0, 0.0], [-0.1, -0.1, 0.0], [0.2, 0.1, 0.1], [-0.1, 0.0, -0.2], [-0.1, 0.1, 0.0], [0.0, -0.1, -0.1], [-0.1, 0.1, 0.2], [0.1, 0.1, -0.5], [-0.1, 0.0, -0.1], [-0.1, 0.1, 0.0], [0.0, 0.2, 0.0], [0.1, 0.0, 0.0], [0.2, 0.0, -0.1], [-0.3, 0.0, 0.1], [0.2, 0.0, -0.1], [0.0, 0.0, 0.3], [0.0, 0.1, -0.1], [0.2, -0.4, 0.2], [-0.2, 0.2, 0.2], [0.0, 0.0, -0.1], [0.0, 0.0, -0.1], [0.0, 0.0, 0.0], [0.0, 0.0, 0.0], [0.0, 0.0, 0.0], [0.0, 0.0, 0.0], [0.1, 0.0, -0.1], [0.1, -0.1, 0.0], [0.1, 0.0, 0.0], [-0.2, 0.0, -0.2], [0.0, 0.2, 0.0], [-0.3, 0.0, 0.0], [0.0, 0.1, 0.0], [0.0, -0.1, 0.0], [-0.2, 0.2, -0.1], [0.1, 0.0, 0.0], [0.1, 0.0, 0.0], [0.0, 0.0, 0.0], [0.0, 0.0, 0.0], [0.0, 0.0, 0.0], [0.0, 0.0, 0.0], [0.1, 0.0, 0.1], [0.1, -0.1, 0.1], [0.0, 0.0, 0.1], [0.2, -0.1, 0.1], [-0.1, 0.1, -0.1], [0.0, -0.3, -0.1], [0.0, 0.1, -0.1], [0.0, 0.0, 0.0], [0.3, -0.2, -0.1], [0.0, 0.1, 0.0], [0.0, 0.1, 0.0], [0.0, 0.0, 0.0], [0.0, 0.0, 0.0], [0.0, 0.0, 0.0], [0.0, 0.0, 0.0], [-0.1, 0.1, 0.0], [-0.1, 0.0, 0.0]], "lowdin_charge": [0.1325, -0.1337, -0.1400, -0.1266, 0.0518, -0.0728, -0.0682, 0.0506, -0.1343, -0.0896, -0.1707, -0.0103, -0.3393, 0.0862, -0.2730, 0.1125, -0.0861, -0.0002, -0.0630, -0.0643, -0.0014, -0.0810, -0.2734, 0.1090, -0.0047, 0.1330, 0.0997, 0.1227, 0.1280, 0.0979, 0.1353, 0.0985, 0.1236, 0.1389, 0.1207, 0.1063, 0.1061, 0.1189, -0.3421, 0.6707, -0.3227, -0.2300, -0.2114, -0.2302, -0.2197, 0.1069, 0.1068, 0.1159, 0.1185, 0.1167, 0.0906, 0.0989, 0.1091, -0.3115, 0.6685, -0.3281, -0.2298, -0.2194, -0.2119, -0.2151, 0.1087, 0.1093, 0.1158, 0.1204, 0.1173, 0.1144, 0.1029, 0.1057, -0.3378, 0.6769, -0.3134, -0.2298, -0.2216, -0.2137, -0.2149, 0.1079, 0.1079, 0.1144, 0.1194, 0.1163, 0.1134, 0.1035, 0.1067]}